1.
The following is a DFT calculation (wB97M-V/def2-TZVPD) of a molecular structure, C34H54MnN3O2P2 in a non-equilibrium geometry.

Computed properties:
* HOMO (spin up / spin down): -8.87 / -9.14 eV
* spin multiplicity: 6
* energy above the lowest of the compared OMol25 structures with the same formula, charge and spin: 28.73 kcal/mol
* Kohn-Sham gap (spin up / spin down): 6.7 / 5.6 eV
* charge: +1
* E_LUMO (spin up / spin down): -2.151 / -3.548 eV
* <S²>: 8.775

Cartesian coordinates (Å):
C  -1.888  -1.886  -1.562
C  0.267  -1.713  -2.517
C  -2.195  -2.948  -2.400
C  -0.080  -2.668  -3.500
C  -1.299  -3.305  -3.407
H  -3.157  -3.434  -2.269
H  0.656  -2.873  -4.271
H  -1.533  -4.086  -4.098
N  -0.666  -1.302  -1.542
P  -2.457  0.378  -0.045
P  2.206  -0.704  -0.826
C  -2.908  -1.330  -0.577
H  -3.918  -1.357  -1.009
H  -2.959  -1.972  0.320
C  0.284  1.106  1.082
O  0.571  1.676  2.087
C  1.578  -1.118  -2.382
H  2.256  -1.150  -3.332
C  3.681  0.544  -1.068
C  2.881  -2.439  -0.456
C  -3.302  1.482  -1.392
C  -3.318  0.527  1.641
C  3.248  1.914  -0.532
H  2.950  1.868  0.522
H  4.105  2.598  -0.617
H  2.425  2.347  -1.102
C  4.901  0.084  -0.263
H  4.676  0.000  0.809
H  5.313  -0.863  -0.634
H  5.688  0.846  -0.374
C  4.062  0.677  -2.538
H  4.919  1.367  -2.591
H  4.401  -0.263  -2.988
H  3.243  1.092  -3.136
C  3.545  -2.460  0.914
H  3.032  -1.806  1.627
H  3.501  -3.480  1.310
H  4.593  -2.174  0.867
C  1.675  -3.407  -0.419
H  0.908  -3.072  0.298
H  1.202  -3.538  -1.405
H  2.045  -4.398  -0.101
C  3.826  -2.846  -1.602
H  3.919  -2.126  -2.419
H  4.830  -3.031  -1.213
H  3.474  -3.781  -2.057
C  -3.099  1.944  2.199
H  -3.454  1.952  3.240
H  -2.034  2.222  2.206
H  -3.669  2.705  1.652
C  -2.675  -0.471  2.611
H  -2.804  -1.511  2.291
H  -1.608  -0.284  2.752
H  -3.170  -0.361  3.587
C  -4.814  0.205  1.554
H  -5.167  -0.012  2.571
H  -5.408  1.049  1.191
H  -5.023  -0.681  0.942
C  -2.720  1.142  -2.774
H  -3.351  1.628  -3.533
H  -1.711  1.540  -2.904
H  -2.702  0.065  -2.990
C  -2.978  2.940  -1.064
H  -1.898  3.119  -0.975
H  -3.353  3.560  -1.885
H  -3.462  3.281  -0.147
C  -4.803  1.241  -1.450
H  -5.062  0.189  -1.599
H  -5.327  1.625  -0.577
H  -5.182  1.794  -2.314
Mn  -0.124  0.198  -0.359
N  0.268  1.525  -1.747
C  0.779  1.217  -2.760
C  0.954  1.544  -4.205
C  0.839  2.928  -4.348
C  1.166  0.649  -5.287
C  0.964  3.454  -5.607
H  0.655  3.485  -3.434
C  1.267  1.240  -6.537
H  1.213  -0.438  -5.140
C  1.179  2.622  -6.693
H  0.884  4.519  -5.669
H  1.419  0.614  -7.406
H  1.271  3.067  -7.671
C  -0.098  -3.419  3.799
N  0.878  -2.338  3.780
C  1.809  -2.179  4.888
C  0.905  -1.478  2.763
O  0.096  -1.583  1.772
H  0.119  -4.032  4.678
H  -0.022  -4.032  2.887
H  -1.126  -3.027  3.866
H  2.849  -2.265  4.540
H  1.694  -1.192  5.357
H  1.604  -2.964  5.623
H  1.646  -0.680  2.839


2.
The following is a DFT calculation (wB97M-V/def2-TZVPD) of C4H4N4 in the gas phase in a non-equilibrium geometry.

Computed properties:
* HOMO: -11.20 eV
* energy above the lowest of the compared OMol25 structures with the same formula, charge and spin: 104.22 kcal/mol
* Kohn-Sham gap: 10.0 eV
* charge: 0
* SMILES: [H]/N=C(/C#N)[C@@H](N)C#N
* E_LUMO: -1.238 eV

Cartesian coordinates (Å):
C  -0.502  0.196  -0.339
C  -1.033  0.091  0.890
C  0.955  0.406  -0.233
C  1.797  -0.552  0.475
H  -1.801  -1.475  -0.373
H  -0.478  -1.725  -1.568
H  -0.983  0.923  -0.984
H  0.600  2.432  -0.332
N  -0.813  -1.373  -0.556
N  -1.737  0.441  1.817
N  1.430  1.687  -0.102
N  2.564  -1.052  1.304


3.
The following is a DFT calculation (wB97M-V/def2-TZVPD) of C3H5NO2 in the gas phase.

Computed properties:
* HOMO: -9.21 eV
* energy above the lowest of the compared OMol25 structures with the same formula, charge and spin: 49.45 kcal/mol
* Kohn-Sham gap: 10.0 eV
* charge: 0
* SMILES: [H]/N=C/OCC=O
* E_LUMO: 0.795 eV

Cartesian coordinates (Å):
N  0.335  -0.467  1.232
C  -0.910  -0.349  1.076
O  -1.403  0.105  -0.083
C  -0.391  0.367  -1.072
C  1.110  0.220  -0.605
O  1.805  1.190  -0.388
H  0.740  -0.687  2.129
H  -1.706  -0.610  1.779
H  -0.533  1.394  -1.421
H  -0.559  -0.360  -1.876
H  1.512  -0.802  -0.771


Among the records above, which one has the highest energy above the lowest of the compared OMol25 structures with the same formula, charge and spin?
C4H4N4